No. 1
Density functional theory data (wB97M-V/def2-TZVPD) for a 9-piece molecular cluster, C26H38Cl14N2O4 overall in a non-equilibrium geometry.

Properties
* F_max: 2.7 eV/Å
* frontier orbital gap: 9.37 eV
* spin multiplicity: 1
* energy: -7866.471224 Ha
* E_HOMO: -10.1 eV
* SMILES: O=[N+]([O-])c1ccccc1.O=[N+]([O-])c1ccccc1.ClCCCl.ClCCCl.ClCCCl.ClCCCl.ClCCCl.ClCCCl.ClCCCl
* energy above the lowest of the compared OMol25 structures with the same formula, charge and spin: 0.00 kJ/mol

Cartesian coordinates (Å):
1 O 0.96694 1.43268 2.12537
2 N 1.18248 0.73165 1.17122
3 O 2.28734 0.44287 0.76261
4 C 0.02095 0.21812 0.43305
5 C -1.08611 1.03356 0.40154
6 C -2.26158 0.54670 -0.12260
7 C -2.23456 -0.67769 -0.76482
8 C -1.07972 -1.46885 -0.85830
9 C 0.07765 -1.03025 -0.21259
10 H -1.12364 2.00011 0.88462
11 H -3.18714 1.09373 -0.00815
12 H -3.18551 -1.02581 -1.14988
13 H -1.21292 -2.40529 -1.37930
14 H 1.01902 -1.55286 -0.16957
15 O -3.80613 4.11946 1.87320
16 N -3.00034 4.28037 0.98344
17 O -1.82014 4.00448 1.04936
18 C -3.48364 4.94762 -0.23299
19 C -2.65193 5.05600 -1.35285
20 C -2.96002 5.88049 -2.40446
21 C -4.23733 6.46181 -2.44938
22 C -5.13595 6.25666 -1.39860
23 C -4.76505 5.42534 -0.36377
24 H -1.67658 4.58173 -1.35787
25 H -2.34430 5.90612 -3.29270
26 H -4.48674 7.24599 -3.15358
27 H -6.09149 6.75846 -1.36686
28 H -5.42862 5.17320 0.46048
29 Cl 6.83663 1.19829 -1.07833
30 C 5.09260 1.18391 -0.66177
31 C 4.58153 2.53648 -0.14385
32 Cl 4.87629 2.64277 1.57211
33 H 5.01448 0.45856 0.14095
34 H 4.60521 0.84095 -1.56712
35 H 3.49705 2.53614 -0.24527
36 H 4.99519 3.40013 -0.65491
37 Cl 1.31053 -6.02483 -1.76081
38 C -0.20493 -6.42849 -0.93006
39 C -0.13253 -5.96237 0.53302
40 Cl 0.31570 -4.21930 0.68744
41 H -0.40502 -7.49760 -0.96363
42 H -1.00711 -5.94680 -1.48287
43 H 0.47372 -6.53369 1.23197
44 H -1.10474 -6.00640 1.02961
45 Cl 1.65364 -1.08866 4.16164
46 C 3.40138 -1.52457 4.01099
47 C 4.36436 -0.36125 3.74654
48 Cl 5.66583 -0.93847 2.69077
49 H 3.40116 -2.16198 3.13213
50 H 3.78404 -2.06462 4.87286
51 H 4.78996 -0.04090 4.69260
52 H 3.87639 0.42057 3.16740
53 Cl 1.13889 2.86763 5.86082
54 C 2.48952 2.58779 4.67767
55 C 3.86094 3.00400 5.17415
56 Cl 4.37345 2.19038 6.67128
57 H 2.22048 2.90749 3.67474
58 H 2.35525 1.51000 4.62327
59 H 3.80080 4.05980 5.42421
60 H 4.57613 2.78186 4.38794
61 Cl -4.68525 -5.28701 -4.67767
62 C -4.73509 -4.90730 -2.93275
63 C -5.73306 -3.78512 -2.67389
64 Cl -5.10372 -2.17479 -3.09006
65 H -3.75546 -4.66063 -2.52928
66 H -5.02934 -5.84837 -2.47244
67 H -5.78667 -3.69335 -1.58576
68 H -6.73949 -4.05325 -2.97862
69 Cl 3.50043 -1.89859 -1.67276
70 C 3.29165 -3.00925 -0.26485
71 C 4.52012 -3.54562 0.38780
72 Cl 4.02472 -4.57586 1.70551
73 H 2.77165 -3.85228 -0.71381
74 H 2.64720 -2.61552 0.51874
75 H 5.17384 -2.71406 0.67520
76 H 5.22022 -4.03141 -0.29772
77 Cl -1.37461 0.81904 -5.59305
78 C -2.25028 0.12930 -4.20123
79 C -3.46215 0.91687 -3.81007
80 Cl -3.06414 2.58662 -3.33946
81 H -1.55063 0.05993 -3.36616
82 H -2.43088 -0.92703 -4.40607
83 H -3.93334 0.40279 -2.96548
84 H -4.30750 0.90173 -4.49820

=====

No. 2
Density functional theory data (wB97M-V/def2-TZVPD) for a 8-piece molecular cluster, C18H52O14 overall in a non-equilibrium geometry.

Properties
* F_max: 4.4 eV/Å
* frontier orbital gap: 10.11 eV
* spin multiplicity: 1
* energy: -1770.271832 Ha
* E_HOMO: -9.7 eV
* SMILES: CC(C)O.CC(C)O.OCCO.OCCO.OCCO.OCCO.OCCO.OCCO
* energy above the lowest of the compared OMol25 structures with the same formula, charge and spin: 0.00 kJ/mol

Cartesian coordinates (Å):
1 C 0.11548 4.02320 -2.88926
2 C 0.92484 2.70796 -2.68386
3 C 1.40339 2.11423 -3.96480
4 O 1.95398 3.06430 -1.77564
5 H 0.22125 4.53025 -1.91214
6 H -0.88650 3.87617 -3.22788
7 H 0.54730 4.67972 -3.64849
8 H 0.28387 2.06311 -2.06874
9 H 2.13066 2.81311 -4.48698
10 H 0.57538 2.11119 -4.69926
11 H 1.82564 1.05934 -3.90350
12 H 2.38510 3.89894 -2.04242
13 C 1.00865 2.73547 3.32895
14 C 0.50499 1.66490 4.22711
15 C 0.92449 1.83236 5.68069
16 O -0.94311 1.66944 4.13427
17 H 2.07977 2.70897 3.24505
18 H 0.67373 3.65083 3.78228
19 H 0.70168 2.72488 2.25513
20 H 0.78307 0.69463 3.84003
21 H 1.99251 1.80723 5.80028
22 H 0.57908 0.96974 6.20660
23 H 0.48059 2.76825 6.03684
24 H -1.26638 1.34167 4.98511
25 O -2.43460 -3.38483 -1.81731
26 C -2.30052 -2.69195 -0.57969
27 C -3.61775 -2.54091 0.24193
28 O -4.49944 -1.54438 -0.17729
29 H -2.94672 -2.81303 -2.36916
30 H -1.57360 -3.24348 -0.01931
31 H -1.87412 -1.71528 -0.80581
32 H -3.32259 -2.32975 1.27428
33 H -4.10992 -3.50198 0.22404
34 H -3.97303 -0.72015 -0.19449
35 O 1.70603 -1.55358 -0.66583
36 C 2.12460 -1.87851 -2.02008
37 C 1.10253 -2.76352 -2.64505
38 O -0.17081 -2.07167 -2.87233
39 H 0.76759 -1.30230 -0.70133
40 H 2.37397 -0.94595 -2.60166
41 H 3.08990 -2.38912 -1.90411
42 H 0.99674 -3.55539 -1.94160
43 H 1.51992 -3.17899 -3.58451
44 H -0.83570 -2.70679 -2.59897
45 O -0.08570 -0.18399 0.46194
46 C -1.11852 0.32402 1.31781
47 C -1.90755 1.37003 0.57017
48 O -2.70794 0.82049 -0.48219
49 H 0.66995 0.33330 0.45035
50 H -1.81400 -0.41683 1.69183
51 H -0.72477 0.82349 2.18319
52 H -1.24160 2.04812 0.02569
53 H -2.50971 1.88644 1.32183
54 H -2.17882 0.69264 -1.36435
55 O 2.21797 1.48799 0.65460
56 C 3.57165 1.10179 0.90405
57 C 3.63629 0.60140 2.39421
58 O 4.41263 -0.55127 2.59175
59 H 2.31231 1.99676 -0.16111
60 H 3.78106 0.25765 0.24011
61 H 4.22525 1.89823 0.76307
62 H 2.61527 0.30618 2.51953
63 H 3.93043 1.33037 3.17980
64 H 3.82549 -1.30949 2.52739
65 O -1.49964 0.24328 -3.07337
66 C -2.38762 0.38786 -4.19228
67 C -3.80915 0.15648 -3.74541
68 O -3.98957 -1.19036 -3.25164
69 H -0.89098 -0.51206 -3.24985
70 H -2.11501 1.34391 -4.65912
71 H -2.06215 -0.38191 -4.87569
72 H -4.44487 0.37906 -4.62495
73 H -4.04705 0.88457 -2.98700
74 H -4.22938 -1.03956 -2.32395
75 O 2.03938 -2.42093 1.84213
76 C 1.26391 -3.51807 2.24223
77 C 0.27316 -3.03804 3.23428
78 O -0.78014 -2.29521 2.66367
79 H 1.82625 -2.12577 0.91674
80 H 0.78265 -3.96698 1.37905
81 H 1.78182 -4.33235 2.71640
82 H 0.88091 -2.48663 3.96281
83 H -0.12301 -3.85215 3.83306
84 H -0.40117 -1.73080 1.94213

=====

No. 3
Density functional theory data (wB97M-V/def2-TZVPD) for C28H61N8SbSi3Zr as an isolated structure in a non-equilibrium geometry.

Properties
* charge: +4
* F_max: 1.4 eV/Å
* frontier orbital gap: 6.79 eV
* spin multiplicity: 1
* energy: -2696.124806 Ha
* E_HOMO: -18.5 eV

Cartesian coordinates (Å):
1 Zr -0.31959 0.37837 -0.52632
2 C -4.35289 -1.36377 -2.21044
3 N -3.15028 -1.67855 -1.42134
4 C -3.13416 -1.08264 -0.10108
5 C -1.97788 -1.98390 -2.01447
6 N -0.84231 -1.41361 -1.49860
7 C 0.41962 -2.10070 -1.46075
8 C 0.50184 -3.48479 -1.26349
9 C 1.73288 -4.09919 -1.18353
10 C 2.90444 -3.33796 -1.22459
11 C 2.83597 -1.96641 -1.34407
12 C 1.59499 -1.33584 -1.49919
13 N 1.47846 0.09561 -1.57284
14 C 2.45391 0.87564 -2.14701
15 N 2.70752 2.06367 -1.57946
16 C 2.31964 2.31225 -0.20267
17 C 3.10120 3.24755 -2.35765
18 N 3.10953 0.48453 -3.23175
19 C 4.48604 0.91675 -3.52816
20 C 2.56228 -0.48780 -4.17840
21 N -1.94261 -2.81125 -3.04844
22 C -2.97612 -3.83362 -3.28727
23 C -0.86239 -2.81121 -4.03657
24 H -5.23473 -1.74350 -1.69909
25 H -4.30424 -1.80537 -3.19699
26 H -4.43874 -0.27937 -2.31518
27 H -4.12213 -1.14682 0.35179
28 H -2.90901 0.00385 -0.12871
29 H -2.42636 -1.60222 0.54022
30 H -0.40445 -4.07315 -1.19067
31 H 1.79338 -5.17352 -1.07284
32 H 3.86587 -3.82679 -1.14546
33 H 3.74337 -1.37507 -1.33130
34 H 2.52185 1.43530 0.40416
35 H 1.25696 2.60031 -0.10941
36 H 2.88985 3.14896 0.19517
37 H 3.08048 3.02444 -3.41843
38 H 4.09474 3.59265 -2.07562
39 H 2.38294 4.04301 -2.15609
40 H 4.93444 1.36859 -2.64851
41 H 4.51480 1.61274 -4.36509
42 H 5.05578 0.02782 -3.79727
43 H 1.48302 -0.54660 -4.06720
44 H 3.00987 -1.47164 -4.03445
45 H 2.79377 -0.13990 -5.18411
46 H -3.57638 -3.97477 -2.39332
47 H -2.46219 -4.76400 -3.52648
48 H -3.60944 -3.56485 -4.13190
49 H -0.30421 -1.88136 -3.98097
50 H -1.31582 -2.89339 -5.02331
51 H -0.19369 -3.65831 -3.88420
52 C 1.71613 -2.97915 2.16144
53 Si 0.09383 -2.48840 2.94579
54 C -1.39279 -3.27989 2.14470
55 C 0.03075 -2.35863 4.79124
56 Sb -0.02281 0.09075 2.20490
57 Si -2.05430 1.39734 3.47473
58 C -1.65444 3.18335 3.07407
59 C -1.83857 0.88129 5.24157
60 C -3.59265 0.71957 2.66408
61 Si 2.30122 1.05796 3.34576
62 C 3.57945 0.13737 2.32360
63 C 2.21581 0.55348 5.12457
64 C 2.08507 2.89136 3.02995
65 H 1.78323 -4.06401 2.04880
66 H 2.55958 -2.67044 2.77956
67 H 1.81814 -2.53492 1.17056
68 H -1.46694 -4.33825 2.40681
69 H -1.29908 -3.22616 1.05694
70 H -2.31992 -2.80583 2.47235
71 H 0.08865 -3.35871 5.23188
72 H -0.90898 -1.92018 5.12511
73 H 0.86425 -1.78656 5.18797
74 H -1.01249 3.62605 3.83668
75 H -2.56640 3.78515 3.04374
76 H -1.15852 3.27126 2.10630
77 H -0.79933 0.86207 5.55324
78 H -2.29183 -0.09182 5.43169
79 H -2.35003 1.60244 5.88716
80 H -3.80740 1.22817 1.72232
81 H -4.46639 0.84042 3.30861
82 H -3.46800 -0.35013 2.49460
83 H 3.98884 -0.68597 2.91084
84 H 4.41905 0.78594 2.05968
85 H 3.16700 -0.28546 1.40831
86 H 2.68322 -0.41462 5.30007
87 H 1.20366 0.53898 5.51547
88 H 2.76628 1.29238 5.71653
89 H 1.28101 3.10252 2.33067
90 H 3.00784 3.33209 2.64541
91 H 1.86070 3.40563 3.96642
92 C -3.20610 5.05580 -1.24683
93 N -2.54466 4.07387 -2.15024
94 C -2.65402 4.29108 -3.61910
95 C -1.92662 3.07194 -1.68208
96 N -1.35500 2.13964 -1.24018
97 H -2.79957 6.04074 -1.46502
98 H -3.00424 4.78912 -0.21313
99 H -4.27578 5.03280 -1.44277
100 H -2.20710 5.25470 -3.85324
101 H -3.70869 4.28780 -3.88557
102 H -2.13088 3.49592 -4.14261

=====

No. 4
Density functional theory data (wB97M-V/def2-TZVPD) for C2H12BeF6NO10S2 as an isolated structure in a non-equilibrium geometry.

Properties
* charge: +1
* F_max: 4.0 eV/Å
* frontier orbital gap: 8.11 eV
* spin multiplicity: 1
* energy: -2300.541206 Ha
* E_HOMO: -13.6 eV
* energy above the lowest of the compared OMol25 structures with the same formula, charge and spin: 140.64 kJ/mol

Cartesian coordinates (Å):
1 Be 0.40076 -0.08523 1.11595
2 C -2.81317 -1.04284 -1.53943
3 F -2.96237 -1.55431 -0.33782
4 F -3.45992 -1.79197 -2.42094
5 F -3.37462 0.19624 -1.58763
6 S -0.94065 -1.09190 -2.02552
7 O -0.45435 -2.26411 -1.36146
8 O -0.92216 -1.19872 -3.47092
9 N -0.31446 0.33363 -1.12173
10 S -0.50797 1.62399 -2.08424
11 O -1.65227 1.60800 -3.00228
12 O -0.29447 2.82589 -1.23673
13 C 1.07961 1.52110 -3.23905
14 F 2.10732 0.79688 -2.61825
15 F 0.80353 0.94891 -4.37796
16 F 1.55505 2.76139 -3.48267
17 O 1.64404 -1.94216 2.16461
18 H 2.50108 -1.98512 2.58874
19 H 1.33471 -2.84796 2.15633
20 O -1.38093 -1.69866 1.71636
21 H -1.82297 -1.74016 2.56437
22 H -1.88004 -2.29309 1.15621
23 O 2.42880 -1.03333 -0.32023
24 H 3.14967 -1.54899 -0.68171
25 H 2.03904 -0.60031 -1.07972
26 O -1.49345 1.41367 1.63049
27 H -1.33135 1.45133 2.57311
28 H -2.17144 2.07172 1.47709
29 O 0.32868 0.35831 3.71524
30 H -0.11070 0.23934 4.55728
31 H 1.23299 0.57247 3.94456
32 O 2.19030 1.69026 1.50706
33 H 2.87626 1.97475 0.90310
34 H 2.21553 2.33089 2.21783